The following is a quantum chemistry calculation of an isolated molecule of C7H14OS2 in a non-equilibrium geometry, from the Open Molecules 2025 dataset.

Properties
Gap between HOMO and LUMO ... 8.650 eV
LUMO energy ... -0.112 eV
Charge ... 0
F_max ... 4.03 eV Å⁻¹
SMILES ... CSC(=S)[C@@H](C)C(C)(C)O
Multiplicity ... 1
Energy above the lowest of the compared OMol25 structures with the same formula, charge and spin ... 48.5 kcal per mole
E ... -31202.3883 eV

```
24
Properties=species:S:1:pos:R:3:forces:R:3:lowdin_charge:R:1
S 0.3719 -0.4461 -2.2377 -0.6 -0.5 -0.1 0.90
S 2.3283 1.1350 -0.6449 0.2 1.0 0.2 0.75
O -0.3765 1.3355 1.8058 -1.1 -1.6 -0.8 -0.03
C 1.0167 0.2249 -0.8118 -1.0 -2.7 1.6 -1.06
C -1.6045 -0.6761 1.9961 -1.6 0.0 0.6 -0.04
C 1.3177 0.3059 -3.5401 -0.1 1.0 1.8 -0.39
C 0.2994 -0.6429 0.4458 0.5 3.5 -1.7 -0.39
C -0.8794 0.2028 0.9915 1.3 -0.4 2.0 -0.61
C -1.7881 0.6519 -0.0819 -0.4 4.0 -0.3 -0.07
C 1.3918 -0.9164 1.4252 2.7 0.7 -0.3 -0.12
H 1.6691 -0.5112 -4.1729 0.4 0.8 -0.1 0.04
H 0.6396 1.0309 -3.9454 -0.2 0.0 -1.2 0.02
H -1.3587 1.6211 -0.6213 -0.9 -1.9 1.1 0.14
H 1.7608 0.0468 2.0379 -1.3 -2.4 -1.2 0.13
H -1.0092 -0.8574 2.8934 0.2 -0.1 -0.3 0.08
H -2.7572 0.9347 0.3730 0.4 0.1 -0.3 0.10
H -1.8928 -1.6603 1.5273 0.1 1.0 0.6 0.11
H 1.0979 -1.7985 2.0335 0.7 0.7 -0.1 0.09
H -2.5165 -0.1182 2.4023 1.0 -0.9 -0.8 0.11
H 0.1274 1.8389 1.1831 0.7 0.9 -0.5 0.05
H -1.9779 -0.0375 -0.8457 -0.2 -1.3 -1.0 0.04
H 1.9712 0.9619 -2.8751 0.4 -1.1 -1.5 -0.03
H 2.2944 -1.1034 0.6862 -1.4 -0.4 2.1 0.09
H -0.1253 -1.5221 -0.0244 0.1 -0.3 0.0 0.10
```
Forces are in eV/Å.

The following is a quantum chemistry calculation of a structure of composition C4H5BeO6 in a non-equilibrium geometry, from the Open Molecules 2025 dataset.

Properties
Gap between HOMO and LUMO ... 8.879 eV
LUMO energy ... -6.553 eV
Charge ... +1
F_max ... 5.30 eV Å⁻¹
Multiplicity ... 1
Energy above the lowest of the compared OMol25 structures with the same formula, charge and spin ... 16.5 kcal per mole
E ... -16907.7647 eV

```
16
Properties=species:S:1:pos:R:3:forces:R:3:lowdin_charge:R:1
O -0.3802 -0.8561 -0.7786 1.5 -0.1 -0.4 -0.04
O 0.6510 1.5104 0.6500 0.9 -0.5 1.7 0.07
O 1.5741 0.9940 2.6503 0.1 -0.8 -1.8 0.25
O -2.4104 -1.4792 0.0005 1.2 -0.7 -1.7 0.18
O -0.5935 -2.6657 0.4174 3.9 -0.3 3.0 0.07
O 1.3285 -0.5952 1.0901 -0.6 -2.9 -1.3 0.13
C 0.4148 1.3779 -0.7665 0.3 -0.4 -0.5 -0.08
C 1.2907 0.6807 1.5365 -1.7 4.5 1.4 -0.49
C -1.2566 -1.7760 -0.2197 -3.6 3.2 2.1 -0.62
C -0.7616 0.4835 -1.1085 -0.6 0.8 -0.3 -0.08
Be 0.4463 -1.8140 1.4436 -1.7 -2.4 -1.7 0.85
H -0.9591 0.5521 -2.1858 0.0 -0.1 0.3 0.16
H 0.1947 2.3944 -1.1060 0.1 -0.2 0.1 0.16
H 1.3345 1.0237 -1.2526 -0.2 0.1 0.0 0.16
H 0.7859 -0.6166 0.1854 0.2 0.0 -0.9 0.13
H -1.6590 0.7861 -0.5561 0.1 -0.3 -0.1 0.16
```
Forces are in eV/Å.

The following is a quantum chemistry calculation of an isolated molecule of C26H29NO3, from the Open Molecules 2025 dataset.

Properties
Gap between HOMO and LUMO ... 8.626 eV
LUMO energy ... 0.725 eV
Charge ... 0
F_max ... 0.46 eV Å⁻¹
SMILES ... CCOc1ccc([C@@H](CCc2ccccc2)NC(=O)c2ccccc2)cc1OCC
Multiplicity ... 1
Energy above the lowest of the compared OMol25 structures with the same formula, charge and spin ... 0.0 kcal per mole
E ... -35065.8307 eV

```
59
Properties=species:S:1:pos:R:3:forces:R:3:lowdin_charge:R:1
O -0.6798 2.3383 -4.8304 -0.2 -0.2 0.2 -0.03
O -1.6463 -0.3809 1.9267 -0.3 -0.1 0.1 0.07
O -2.7799 1.1319 -3.9649 0.2 0.1 -0.1 -0.03
N 0.2968 -0.4648 0.7855 0.1 0.1 -0.2 0.12
C -5.0890 1.0094 -4.4695 0.4 -0.1 0.2 -0.06
C 0.7201 1.3273 -3.0964 0.0 0.1 -0.2 -0.01
C 1.5047 1.1322 2.8607 -0.2 -0.1 -0.1 -0.03
C -1.5379 0.0117 -2.1972 -0.1 0.0 -0.1 0.05
C -0.3215 -0.2000 -1.5544 0.0 0.1 0.0 -0.18
C 2.4029 -2.1782 4.0371 0.0 0.0 0.2 -0.09
C 0.3672 3.1642 -5.2905 0.3 0.3 0.0 -0.25
C 2.5491 -2.6111 1.6830 0.0 -0.1 0.0 -0.06
C -0.4511 -0.1561 1.8673 0.2 0.1 -0.2 -0.45
C 1.6292 1.4419 5.2388 0.1 0.0 0.0 -0.09
C 0.4972 -3.0084 2.8391 0.0 -0.1 -0.1 -0.04
C -0.4835 1.5401 -3.7447 -0.3 -0.1 0.0 -0.19
C 0.5882 4.3874 -4.4042 -0.2 -0.4 -0.1 -0.06
C 0.3039 0.4460 3.0063 0.0 0.2 0.3 -0.14
C -3.9822 0.5169 -3.5501 -0.4 -0.1 0.1 -0.26
C 0.8002 0.4643 -2.0122 -0.2 -0.2 0.1 -0.04
C -0.2450 -1.1425 -0.3732 0.0 0.0 -0.3 -0.26
C 1.2180 -3.0135 1.6523 0.0 -0.2 0.1 -0.25
C 0.4210 0.7818 5.3892 0.0 0.0 0.0 -0.08
C 0.5780 -3.4544 0.3642 0.1 0.1 -0.2 -0.13
C 0.5931 -2.3777 -0.7271 -0.3 -0.1 0.3 -0.13
C 2.1616 1.6254 3.9738 0.1 0.1 0.0 -0.08
C 3.1347 -2.1878 2.8622 0.1 0.0 0.0 -0.08
C 1.0848 -2.5982 4.0228 0.1 -0.1 0.1 -0.09
C -0.2387 0.2925 4.2786 -0.1 0.1 -0.2 -0.04
C -1.6378 0.8670 -3.2803 0.1 0.2 -0.2 -0.18
H 1.2914 -0.3150 0.8086 -0.1 -0.1 0.2 0.12
H 4.1678 -1.8705 2.8663 0.1 0.0 0.0 0.10
H 0.1916 -2.8011 -1.6501 0.1 0.1 0.0 0.13
H -5.1731 2.0902 -4.3996 -0.1 0.1 0.0 0.08
H 1.1127 -4.3307 -0.0150 -0.1 0.0 0.0 0.12
H 1.2968 2.5912 -5.4033 -0.1 0.0 0.0 0.12
H 1.7566 0.3235 -1.5309 0.1 0.0 0.1 0.11
H 1.6178 1.8255 -3.4264 0.0 0.1 -0.1 0.11
H -3.8914 -0.5768 -3.6186 0.0 0.1 0.1 0.13
H -4.2060 0.7854 -2.5081 0.1 -0.1 -0.1 0.13
H -2.4111 -0.5005 -1.8262 -0.1 0.0 0.0 0.11
H 0.0402 3.4832 -6.2843 0.1 -0.1 0.1 0.12
H 0.5106 -2.6030 4.9372 -0.1 0.0 0.1 0.11
H 2.8582 -1.8466 4.9582 0.0 0.0 0.1 0.10
H 3.1359 -2.6332 0.7746 0.1 0.0 -0.1 0.11
H 3.0939 2.1580 3.8535 0.1 0.0 0.0 0.10
H -0.0044 0.6492 6.3732 0.0 0.0 0.1 0.10
H 1.6194 -2.0651 -0.9283 0.1 0.0 -0.1 0.11
H 1.3645 5.0163 -4.8317 0.1 0.1 0.0 0.08
H -4.8584 0.7476 -5.4983 0.0 0.0 -0.1 0.08
H -1.1840 -0.2206 4.3704 -0.1 -0.1 0.0 0.12
H -1.2575 -1.4486 -0.0883 0.1 0.0 -0.1 0.15
H 0.8836 4.0915 -3.4006 0.1 0.0 0.1 0.07
H -0.5371 -3.3202 2.8353 -0.1 0.0 0.0 0.12
H -0.4546 -3.7502 0.5577 0.0 -0.1 0.0 0.12
H 2.1515 1.8222 6.1045 0.0 0.0 0.1 0.10
H -6.0352 0.5568 -4.1867 -0.1 0.0 0.0 0.07
H 1.9244 1.3139 1.8813 0.0 0.0 -0.1 0.11
H -0.3333 4.9596 -4.3345 -0.1 0.1 0.0 0.08
```
Forces are in eV/Å.